(1)
101
Properties=species:S:1:pos:R:3 method="wB97M-V/def2-TZVPD" total_charge=0 energy_ev=-78434.0102 molar_mass_g_mol=803.39 relative_energy_kj_mol=0.0 orbital_gap_ev=7.78
Sr 0.48820 -0.56189 -0.35633
C 2.37442 1.32793 2.68681
C 3.07790 1.96751 1.52405
C 4.43300 2.27154 1.59460
C 5.08703 2.87994 0.53276
C 4.36804 3.20384 -0.60895
C 3.01269 2.91174 -0.70712
C 2.23712 3.27637 -1.94042
C 2.36344 2.27183 0.35839
N 1.01711 1.85966 0.22774
C 0.09831 2.83108 0.29138
O 0.27988 4.02983 0.52244
C -1.32431 2.37192 0.00201
C -2.36638 3.28682 0.02164
C -3.63645 2.84704 -0.31742
C -3.82698 1.52336 -0.68475
C -2.73287 0.67342 -0.67900
N -1.51862 1.09477 -0.32335
C -2.87556 -0.76829 -1.14523
O -3.97890 -1.13912 -1.55359
N -1.74314 -1.47869 -1.07915
C -1.81919 -2.79944 -1.58316
C -2.07586 -3.87123 -0.71927
C -2.35563 -3.60156 0.73066
C -2.07915 -5.16587 -1.22203
C -1.84788 -5.41194 -2.56780
C -1.60218 -4.34727 -3.41991
C -1.57751 -3.04134 -2.94046
C -1.32632 -1.88616 -3.87043
H 3.03077 1.27900 3.55654
H 2.06347 0.30873 2.44325
H 1.47972 1.89024 2.95649
H 4.97663 2.04367 2.50594
H 6.13908 3.12954 0.60687
H 4.86104 3.71102 -1.43271
H 2.88858 3.71599 -2.69794
H 1.45260 3.99552 -1.69974
H 1.74074 2.40007 -2.37122
H -2.14642 4.30964 0.29055
H -4.47153 3.53653 -0.31179
H -4.78474 1.12478 -0.98631
H -1.49204 -3.13324 1.20956
H -2.58577 -4.52640 1.26098
H -3.19953 -2.91864 0.84049
H -2.28797 -5.99169 -0.55024
H -1.88268 -6.42443 -2.95234
H -1.44889 -4.52556 -4.47968
H -1.19836 -2.23261 -4.89686
H -0.42285 -1.32779 -3.59329
H -2.15293 -1.17466 -3.84416
C 5.83695 0.22975 -2.75078
C 4.33306 0.33057 -2.86039
C 3.76236 -0.43705 -4.03571
O 3.66745 -0.07472 -1.63281
P 3.75816 -1.30147 -0.64849
O 2.90998 -0.98951 0.52046
C 3.09457 -2.70591 -1.58425
P 2.01770 -3.79042 -0.61746
O 0.96107 -3.03314 0.08918
O 1.34439 -4.78162 -1.61826
C 1.85449 -5.67644 -2.63945
C 2.07779 -4.90573 -3.92607
C 3.07607 -6.44405 -2.17635
O 3.03543 -4.56647 0.29467
C 2.67067 -5.17866 1.58072
C 2.58992 -4.10066 2.64041
C 1.40489 -6.00498 1.46009
O 5.24647 -1.68836 -0.35863
C 6.05862 -0.84229 0.54633
C 5.71235 -1.16602 1.98238
C 7.50041 -1.13353 0.20428
H 6.28366 0.64484 -3.65501
H 6.16643 -0.80536 -2.65031
H 6.19636 0.80708 -1.89882
H 4.05036 1.37977 -2.93498
H 4.06032 -1.48759 -4.01236
H 4.13573 -0.00793 -4.96582
H 2.67301 -0.37330 -4.05237
H 3.87398 -3.25298 -2.11272
H 2.42745 -2.26381 -2.33334
H 1.02024 -6.36283 -2.78288
H 2.98318 -4.29690 -3.88397
H 1.21900 -4.26695 -4.12985
H 2.18888 -5.60646 -4.75459
H 3.32893 -7.18953 -2.93108
H 2.88863 -6.95649 -1.23394
H 3.93963 -5.78859 -2.04685
H 3.52115 -5.83203 1.77556
H 1.74366 -3.44128 2.45140
H 3.50095 -3.50301 2.64993
H 2.46673 -4.56416 3.62010
H 0.54147 -5.37440 1.24305
H 1.22554 -6.51602 2.40672
H 1.49530 -6.75934 0.67800
H 5.80738 0.19916 0.32832
H 5.90718 -2.22057 2.18755
H 4.66874 -0.93911 2.19254
H 6.33886 -0.56521 2.64318
H 7.73352 -2.17903 0.41132
H 8.15053 -0.50649 0.81490
H 7.70966 -0.92859 -0.84412

(2)
98
Properties=species:S:1:pos:R:3 method="wB97M-V/def2-TZVPD" total_charge=+2 energy_ev=-97149.6815 molar_mass_g_mol=719.73 relative_energy_kj_mol=50.6 orbital_gap_ev=6.99
Sc 0.24364 0.11225 0.05443
C 1.54099 1.61428 5.44120
N 0.76309 1.01182 4.34981
C -0.39750 0.29949 4.51261
C -0.80219 -0.06250 3.26682
N 0.09735 0.40453 2.34348
C 1.03601 1.05952 3.02401
P 2.31660 2.16487 2.35145
C 1.27259 3.04784 1.14410
N 0.57645 2.49181 0.15631
C 0.14092 3.52184 -0.63811
C 0.56220 4.70630 -0.11089
N 1.27477 4.39533 1.01423
C 1.94842 5.36716 1.88273
C 3.12361 1.12834 1.08829
N 2.49700 0.56149 0.06470
C 3.45019 0.23078 -0.85516
C 4.67648 0.57556 -0.37015
N 4.45871 1.14260 0.85700
C 5.50274 1.69569 1.72740
H 1.19326 1.19666 6.38071
H 2.59526 1.38196 5.32777
H 1.40576 2.69307 5.46446
H -0.83079 0.11507 5.48252
H -1.68006 -0.62074 2.98816
H -0.42732 3.35509 -1.53787
H 0.41682 5.72278 -0.44189
H 1.53662 6.35131 1.68363
H 1.77681 5.12313 2.92645
H 3.01798 5.38724 1.68519
H 3.18504 -0.19320 -1.80561
H 5.66348 0.46979 -0.79134
H 6.43808 1.18628 1.51743
H 5.63145 2.76121 1.54741
H 5.24409 1.53351 2.76893
C -2.57275 2.62203 2.09220
C -2.97862 2.56634 0.61481
C -4.47183 2.86649 0.46934
P -2.38845 0.96865 -0.13626
C -3.84757 -0.17532 -0.22724
C -4.80464 0.11711 -1.37963
C -3.36999 -1.62936 -0.30161
C -1.97278 1.40089 -1.85877
C -2.52136 2.48715 -2.54631
C -2.07282 2.82408 -3.80918
C -1.04649 2.08219 -4.39309
C -0.49802 1.00264 -3.72771
C -0.96884 0.63430 -2.46340
N -0.43302 -0.48653 -1.76065
C -0.47034 -1.74715 -2.40417
C -1.26741 -1.95968 -3.53809
C -1.29054 -3.18117 -4.18425
C -0.51848 -4.23977 -3.72088
C 0.23565 -4.05444 -2.57977
C 0.25346 -2.83544 -1.89197
P 1.20496 -2.60332 -0.36372
C 2.86141 -3.43565 -0.64917
C 2.90153 -4.95216 -0.41783
C 3.45566 -3.14570 -2.03061
C 0.43430 -3.70280 0.94799
C -0.56190 -4.74498 0.44602
C -0.19971 -2.82944 2.02030
H -2.86400 3.58381 2.52116
H -1.49769 2.49900 2.22049
H -3.07788 1.84140 2.67005
H -2.41622 3.33349 0.08214
H -5.08938 2.08485 0.91732
H -4.78437 2.99633 -0.56642
H -4.69500 3.79797 0.99490
H -4.36387 -0.03118 0.72633
H -4.29786 0.00228 -2.34040
H -5.23937 1.11453 -1.33866
H -5.62587 -0.60301 -1.34838
H -2.85982 -1.82831 -1.24622
H -4.22573 -2.30402 -0.23903
H -2.69129 -1.88114 0.51221
H -3.30197 3.08135 -2.08671
H -2.51179 3.66012 -4.33784
H -0.67787 2.34825 -5.37614
H 0.29112 0.41833 -4.18771
H -1.87530 -1.14963 -3.92203
H -1.91319 -3.30517 -5.06240
H -0.51595 -5.19252 -4.23425
H 0.81764 -4.88343 -2.20318
H 3.49076 -2.96726 0.11363
H 2.56262 -5.49819 -1.29903
H 2.33009 -5.29806 0.44107
H 3.94124 -5.24061 -0.25000
H 2.77850 -3.46634 -2.82484
H 4.38545 -3.70795 -2.14289
H 3.69297 -2.10054 -2.18600
H 1.27745 -4.21357 1.41295
H -1.39578 -4.27444 -0.07976
H -0.96599 -5.29634 1.29923
H -0.11026 -5.47123 -0.22838
H -0.99353 -2.20906 1.59040
H 0.53992 -2.18351 2.48632
H -0.65773 -3.43721 2.80553

(3)
101
Properties=species:S:1:pos:R:3 method="wB97M-V/def2-TZVPD" total_charge=+1 energy_ev=-68813.9145 molar_mass_g_mol=791.62 relative_energy_kj_mol=352.8 orbital_gap_ev=6.78
Al 1.34587 1.15559 0.83332
C 1.51487 4.20429 7.12932
C 1.23507 3.80259 5.71542
C 0.06567 4.18629 5.06702
C -0.20603 3.74229 3.79742
C 0.65957 2.89079 3.08942
N 0.31177 2.36849 1.86602
C -1.03523 2.29829 1.52482
C -2.05763 2.04089 2.44962
C -3.38743 2.03539 2.09382
C -3.77903 2.25939 0.77642
C -5.21703 2.29249 0.37122
C -2.78483 2.44879 -0.16468
C -1.43943 2.45879 0.18822
N -0.48783 2.68159 -0.81078
C -0.64323 3.38289 -1.94158
C 0.55757 3.34329 -2.62538
C 1.39697 2.58589 -1.82398
N 0.74497 2.18859 -0.72988
C 1.92407 2.65779 3.67472
C 2.16047 3.08139 4.98512
N 3.00237 2.11889 2.95222
C 4.24867 1.91999 3.41032
C 5.06717 1.65099 2.33232
C 4.22767 1.68549 1.23552
N 2.97567 1.94249 1.62582
H 0.66587 4.73209 7.55412
H 1.71737 3.32439 7.73632
H 2.38617 4.85489 7.18282
H -0.63153 4.84349 5.56252
H -1.10963 4.07039 3.30902
H -1.78703 1.83879 3.47382
H -4.14183 1.86039 2.84622
H -5.85043 1.87679 1.14822
H -5.53053 3.31949 0.18972
H -5.37013 1.73509 -0.54978
H -3.05993 2.57879 -1.19998
H -1.55913 3.87189 -2.19898
H 0.78487 3.80529 -3.56438
H 2.42167 2.31569 -1.97918
H 3.10287 2.86579 5.45962
H 4.51797 1.95329 4.44382
H 6.11727 1.45279 2.36122
H 4.46307 1.56239 0.19952
C -1.85883 0.04239 -3.62768
C -0.83753 -1.08051 -3.50708
C -1.09693 -2.14541 -4.55668
C 0.55087 -0.48531 -3.70748
Sb -0.88743 -1.79251 -1.33058
C 0.05237 -3.86341 -1.39818
C 0.11377 -4.35681 0.04042
C 1.47567 -3.66721 -1.90238
C -0.68113 -4.87471 -2.26058
C -3.08563 -2.24201 -0.96888
C -3.66363 -0.89461 -0.56138
C -3.20313 -3.19841 0.20692
C -3.82643 -2.80271 -2.16728
H -1.69913 0.61119 -4.54768
H -1.76503 0.73119 -2.78588
H -2.87453 -0.34631 -3.64938
H -1.20573 -1.68831 -5.54328
H -2.00893 -2.69591 -4.34348
H -0.26513 -2.84531 -4.60748
H 0.64497 -0.07291 -4.71448
H 1.32657 -1.23721 -3.57698
H 0.72787 0.31519 -2.99058
H 0.58377 -3.62071 0.68972
H 0.70067 -5.27431 0.09202
H -0.87903 -4.57231 0.41992
H 1.96347 -2.88411 -1.31958
H 1.48077 -3.39211 -2.95468
H 2.05107 -4.58921 -1.79578
H -1.68693 -5.04781 -1.88478
H -0.14923 -5.82841 -2.24208
H -0.74623 -4.54881 -3.29538
H -3.15133 -0.52021 0.32362
H -4.72723 -0.98091 -0.33598
H -3.54603 -0.16141 -1.35488
H -2.54383 -2.89471 1.01572
H -2.96773 -4.21791 -0.08578
H -4.22363 -3.19881 0.59102
H -3.83833 -2.09581 -2.99148
H -4.86193 -3.00781 -1.89248
H -3.38023 -3.73301 -2.50978
C -0.38013 -2.12611 3.01522
O -0.46853 -1.35791 1.80812
C 0.43937 -0.44811 1.54982
O 1.44447 -0.29951 2.31002
H -0.95753 -3.03321 2.85572
H -0.80823 -1.54981 3.83752
H 0.65727 -2.36781 3.24892
N 5.12577 -2.14421 -2.22128
C 4.78987 -0.97671 -2.78348
N 5.42267 -0.58151 -3.89148
N 3.88127 -0.16901 -2.30078
C 3.13237 -0.12701 -1.29388
N 2.39247 0.11779 -0.42548
H 5.86067 -2.71831 -2.59888
H 4.62997 -2.48541 -1.41658
H 6.10947 -1.15771 -4.34418
H 5.17967 0.29729 -4.31548

(4)
105
Properties=species:S:1:pos:R:3 method="wB97M-V/def2-TZVPD" multiplicity=5 total_charge=+3 energy_ev=-165065.1067 molar_mass_g_mol=1045.32 relative_energy_kj_mol=31.1 orbital_gap_ev="6.27 / 3.52"
Pt 0.68555 -0.05658 -0.43847
C -1.88588 -4.69370 0.37182
C -1.00844 -4.24980 -0.74990
C -0.92791 -4.93402 -1.94888
C -0.12370 -4.46506 -2.98984
N 0.66128 -3.38604 -2.80698
N 0.60160 -2.74249 -1.68910
B 1.65189 -1.56677 -1.50694
N 2.06809 -1.05381 -2.89058
N 3.13857 -1.63781 -3.44303
C 3.41581 -1.34817 -4.68935
C 2.58697 -0.46214 -5.42797
C 1.50125 0.14012 -4.86007
C 0.59717 1.08090 -5.58911
C 1.27293 -0.17665 -3.49955
S -0.00335 0.54894 -2.56895
C 4.62355 -2.00221 -5.33023
C 4.12362 -2.90574 -6.46910
C 5.39108 -2.84234 -4.31254
C 5.54194 -0.90832 -5.89570
N 2.84870 -2.12242 -0.68946
N 3.23327 -3.36442 -0.98631
C 4.31074 -3.83300 -0.39509
C 5.05027 -3.02514 0.50305
C 4.63433 -1.76525 0.83698
C 5.34619 -0.88665 1.81509
C 3.44601 -1.33996 0.20480
S 2.67839 0.17835 0.58794
C 4.72884 -5.26181 -0.67679
C 6.16322 -5.25928 -1.22889
C 4.68217 -6.04019 0.64847
C 3.79304 -5.91703 -1.68838
C -0.22451 -3.07491 -0.66076
S -0.32527 -2.00175 0.65953
C -0.03036 -5.09719 -4.35807
C -1.07159 -6.20011 -4.54038
C -0.23947 -4.00048 -5.41629
C 1.38609 -5.68402 -4.49921
H -2.49074 -5.54578 0.07304
H -2.54928 -3.89153 0.69783
H -1.28010 -4.98601 1.23299
H -1.52217 -5.82579 -2.09245
H 2.83176 -0.25378 -6.46154
H 1.00292 1.32770 -6.56702
H 0.45886 2.00411 -5.02464
H -0.38851 0.63183 -5.72864
H 3.48734 -3.70676 -6.08687
H 4.97734 -3.36195 -6.96995
H 3.56355 -2.34903 -7.22235
H 4.76215 -3.62958 -3.89395
H 5.76702 -2.23041 -3.49033
H 6.24296 -3.30865 -4.80707
H 5.07154 -0.34803 -6.70461
H 6.43997 -1.37032 -6.30495
H 5.85023 -0.20568 -5.11956
H 5.94784 -3.42697 0.95491
H 6.23437 -1.38057 2.20077
H 4.69712 -0.63848 2.65695
H 5.64858 0.05052 1.34433
H 6.87962 -4.83589 -0.52386
H 6.22764 -4.70304 -2.16514
H 6.47190 -6.28605 -1.42347
H 5.37694 -5.63985 1.38810
H 4.96493 -7.07652 0.46542
H 3.67856 -6.03548 1.07825
H 3.78027 -5.37134 -2.63163
H 2.76971 -5.97171 -1.31064
H 4.13635 -6.93261 -1.88368
H -2.08957 -5.83046 -4.40060
H -0.90171 -7.04261 -3.86742
H -1.00391 -6.58595 -5.55641
H -1.22817 -3.54590 -5.32963
H -0.16390 -4.44969 -6.40615
H 0.51972 -3.22121 -5.33697
H 1.56865 -6.46726 -3.76186
H 2.14468 -4.90850 -4.38285
H 1.48638 -6.12434 -5.49142
C -1.06199 7.07632 -0.96678
As -1.14429 5.43536 0.05156
C -0.00353 5.72968 1.58547
C -3.05923 5.19706 0.59792
C -3.17527 6.12461 1.73880
C -3.46796 7.48140 1.53174
C -3.54222 8.34803 2.60490
C -3.31574 7.87457 3.89405
C -3.03118 6.52722 4.11226
C -2.95438 5.65768 3.04412
H -1.33440 7.91744 -0.33037
H -1.73440 7.01436 -1.81918
H -0.04036 7.21648 -1.31661
H -0.32356 6.62368 2.11859
H 1.00818 5.86975 1.20734
H -0.03786 4.86096 2.23802
H -3.20782 4.15119 0.83732
H -3.62075 5.48874 -0.28764
H -3.66836 7.84095 0.52912
H -3.78838 9.38897 2.44633
H -3.37477 8.55410 4.73353
H -2.88142 6.16430 5.11987
H -2.74450 4.60651 3.20514
O -1.53545 0.60215 0.08722
Cl -1.25867 1.31345 1.38070
O -2.33736 2.17881 1.67907
O -1.04267 0.31453 2.37470
O -0.04034 2.07456 1.15167